{
  "formula": "C11H13N4",
  "method": "wB97M-V/def2-TZVPD",
  "species": ["C", "C", "C", "C", "C", "C", "C", "C", "C", "C", "C", "N", "N", "N", "N", "H", "H", "H", "H", "H", "H", "H", "H", "H", "H", "H", "H", "H"],
  "xyz": [[5.220727, 0.829102, 2.391432], [-3.788223, -0.070905, 0.589581], [-2.672217, -0.844453, 1.032902], [-3.876721, 0.405707, -0.681907], [-1.598756, -0.893367, 0.265838], [0.879509, -1.541371, -0.157456], [1.752036, -0.495566, -0.536504], [-0.328247, -1.385681, 0.748666], [2.957914, -0.675691, -1.161917], [-2.851332, -0.043217, -1.652224], [-1.456669, -0.355562, -1.080382], [-0.157250, -1.983017, 1.856215], [3.832265, -0.761591, -1.975367], [4.814875, 1.148257, 1.358674], [3.969843, 1.217334, 0.463313], [6.017055, 0.212236, 2.900378], [-4.383985, 0.227892, 1.374136], [-2.726612, -1.366186, 2.067613], [-4.705705, 1.039539, -0.949464], [1.130940, -2.558821, -0.471188], [1.727241, 0.503997, -0.078888], [-3.312571, -1.099952, -1.866002], [-3.002532, 0.327773, -2.634366], [-0.884635, 0.567595, -1.055849], [-1.088079, -1.123446, -1.688712], [0.781162, -2.338104, 1.991741], [4.822863, -0.628489, -2.146077], [4.246901, 1.930452, -0.207294]],
  "forces_ev_per_angstrom": [[2.927, -1.116, 2.503], [0.526, 0.644, -1.965], [-0.488, -1.150, 1.924], [0.414, -0.132, 2.075], [1.911, -0.411, 0.635], [1.528, 2.311, -1.011], [-1.960, -1.421, 2.436], [0.858, -2.036, 0.070], [3.169, -0.488, -3.609], [-1.964, -3.619, -0.078], [-2.696, 2.400, -0.680], [-0.165, 0.527, 0.589], [-2.460, 0.404, 2.741], [-0.629, -0.771, 0.530], [-0.842, 0.609, -2.316], [-1.316, 1.093, -0.742], [-1.931, 0.642, 1.168], [0.395, 1.114, -1.918], [-0.023, 0.126, -0.228], [-0.197, 0.248, 0.041], [-0.493, -0.314, -0.377], [0.896, 1.120, 0.237], [0.724, 1.152, -0.738], [0.658, 0.005, -0.285], [1.201, -0.682, -1.176], [0.256, -0.237, 0.089], [-0.246, -0.275, 0.069], [-0.054, 0.254, 0.018]],
  "lowdin_charge": [0.137, -0.079, -0.004, -0.051, -0.232, 0.090, -0.055, -0.326, -0.051, -0.159, -0.149, 0.198, 0.317, -0.195, 0.030, 0.114, 0.081, 0.165, 0.110, 0.145, 0.127, 0.164, 0.100, 0.129, 0.106, 0.067, 0.142, 0.080],
  "e_tot_ha": -645.46001,
  "orbital_gap_ev": 5.76,
  "charge": 1,
  "homo_energy_ev": -10.9,
  "largest_force_ev_per_a": 4.83,
  "de_lowest_kcal_mol": 133.57
}